A cluster of 14 separate species, C42H119N7O21 in total. Source: the Open Molecules 2025 dataset; level of theory: ωB97M-V with the def2-TZVPD basis set.

For the energy, the calculation gives -98900.481 eV. As for the spin multiplicity: 1. Its HOMO energy is -7.9 eV. The value obtained for the energy above the lowest of the compared OMol25 structures with the same formula, charge and spin is 4.705 eV. For the orbital gap, the calculation gives 0.305 hartree.

Element x y z (Å)
O  -1.275  -0.164  5.876
H  -1.789  0.604  5.627
H  -1.775  -0.568  6.585
O  1.584  -3.422  1.308
H  1.698  -2.472  1.310
H  0.682  -3.555  1.015
O  1.149  -1.485  5.365
H  1.141  -1.964  6.194
H  0.324  -1.000  5.359
O  -3.325  3.834  -1.497
H  -3.668  3.126  -2.041
H  -3.497  3.552  -0.599
O  -3.254  1.340  4.684
H  -3.581  0.879  3.911
H  -2.839  2.128  4.334
O  3.768  -5.213  0.647
H  3.171  -4.479  0.790
H  3.485  -5.879  1.274
O  -4.786  0.150  2.735
H  -5.577  0.476  2.304
H  -4.640  -0.712  2.346
C  -2.034  -6.484  -2.027
O  -2.488  -5.554  -1.042
C  -3.085  -6.199  0.079
C  -3.418  -5.199  1.144
N  -2.125  -4.728  1.839
C  -2.513  -3.750  2.855
C  -3.160  -2.466  2.322
O  -4.579  -2.420  2.124
C  -5.399  -2.774  3.248
H  -1.099  -6.948  -1.712
H  -2.024  -5.944  -2.974
H  -2.786  -7.261  -2.161
H  -2.396  -6.947  0.472
H  -4.005  -6.672  -0.262
H  -4.004  -5.767  1.866
H  -4.015  -4.346  0.824
H  -1.548  -4.276  1.143
H  -1.579  -3.440  3.325
H  -3.167  -4.195  3.605
H  -2.761  -2.244  1.332
H  -2.888  -1.649  2.990
H  -5.137  -2.215  4.146
H  -5.339  -3.838  3.481
H  -6.477  -2.672  3.124
C  6.237  1.390  4.129
O  5.271  1.124  5.139
C  3.981  1.435  4.740
C  3.118  1.691  6.055
N  2.798  0.497  6.815
C  1.946  0.623  8.043
C  1.765  -0.723  8.756
O  1.261  -1.790  7.881
C  1.038  -3.059  8.516
H  5.876  1.303  3.105
H  7.027  0.639  4.111
H  6.572  2.427  4.131
H  3.527  0.688  4.089
H  4.057  2.404  4.245
H  2.214  2.082  5.588
H  3.572  2.391  6.756
H  2.324  -0.165  6.217
H  0.966  0.932  7.678
H  2.363  1.431  8.644
H  1.149  -0.530  9.634
H  2.787  -0.989  9.025
H  0.312  -2.923  9.318
H  1.911  -3.555  8.941
H  0.714  -3.886  7.885
C  -3.424  0.099  -7.918
O  -2.038  0.355  -8.072
C  -1.795  1.656  -8.677
C  -0.372  2.076  -8.415
N  -0.068  2.664  -7.089
C  1.296  3.038  -6.750
C  2.347  1.965  -6.850
O  1.998  0.975  -5.923
C  3.116  0.096  -5.778
H  -3.664  -0.908  -7.576
H  -3.712  0.114  -8.969
H  -3.987  0.789  -7.290
H  -2.437  2.387  -8.185
H  -2.068  1.613  -9.731
H  0.004  2.747  -9.189
H  0.303  1.221  -8.453
H  -0.332  1.958  -6.416
H  1.345  3.532  -5.780
H  1.458  3.888  -7.414
H  3.322  2.420  -6.676
H  2.339  1.541  -7.854
H  3.884  0.631  -5.219
H  3.419  -0.186  -6.787
H  2.779  -0.798  -5.253
C  -0.738  -1.061  -5.445
O  -1.056  -2.029  -4.397
C  -0.745  -1.605  -3.085
C  0.720  -1.938  -2.809
N  0.969  -3.338  -2.927
C  2.399  -3.585  -2.638
C  2.648  -5.105  -2.567
O  2.708  -5.644  -3.913
C  2.988  -7.090  -4.024
H  -1.265  -1.191  -6.390
H  0.329  -1.139  -5.658
H  -0.918  -0.049  -5.082
H  -1.389  -2.242  -2.480
H  -0.976  -0.569  -2.839
H  0.966  -1.530  -1.829
H  1.365  -1.372  -3.480
H  0.881  -3.734  -3.852
H  2.783  -3.022  -1.787
H  3.020  -3.152  -3.422
H  1.903  -5.588  -1.934
H  3.652  -5.196  -2.152
H  3.407  -7.261  -5.015
H  2.128  -7.734  -3.842
H  3.780  -7.415  -3.349
C  -1.803  0.822  0.684
O  -0.424  0.685  1.084
C  -0.160  -0.206  2.170
C  1.354  -0.375  2.387
N  1.979  -0.669  1.075
C  3.426  -0.450  1.087
C  4.057  -1.063  -0.255
O  3.305  -0.656  -1.384
C  3.538  0.667  -1.789
H  -1.979  0.066  -0.082
H  -2.020  1.772  0.195
H  -2.563  0.592  1.431
H  -0.641  -1.176  2.041
H  -0.647  0.311  2.996
H  1.566  -1.224  3.038
H  1.714  0.478  2.961
H  1.565  -0.025  0.416
H  3.926  -0.879  1.955
H  3.593  0.627  1.099
H  4.047  -2.150  -0.336
H  5.122  -0.833  -0.250
H  4.587  0.917  -1.950
H  3.118  1.337  -1.039
H  3.039  0.911  -2.727
C  -0.698  2.879  3.850
O  -2.007  3.160  3.356
C  -2.098  3.972  2.127
C  -3.533  4.360  1.846
N  -4.310  3.274  1.294
C  -5.597  3.789  0.758
C  -6.318  2.543  0.231
O  -6.450  1.442  1.129
C  -7.328  1.567  2.218
H  -0.072  2.394  3.102
H  -0.837  2.201  4.692
H  -0.128  3.754  4.164
H  -1.561  3.605  1.252
H  -1.535  4.874  2.366
H  -3.510  5.071  1.020
H  -3.937  4.851  2.731
H  -4.435  2.615  2.049
H  -5.424  4.537  -0.016
H  -6.144  4.214  1.600
H  -5.821  2.089  -0.626
H  -7.318  2.693  -0.175
H  -7.451  0.628  2.758
H  -8.256  1.933  1.779
H  -7.136  2.356  2.945
C  0.531  2.430  -3.029
O  0.823  2.450  -1.651
C  0.259  3.602  -1.023
C  1.237  4.004  0.110
N  2.626  4.180  -0.435
C  2.902  5.339  -1.307
C  4.201  5.102  -2.151
O  3.873  4.105  -3.127
C  4.985  3.519  -3.771
H  -0.547  2.269  -3.053
H  0.939  1.534  -3.497
H  0.882  3.350  -3.497
H  -0.644  3.247  -0.527
H  -0.089  4.409  -1.669
H  1.141  3.172  0.808
H  0.852  4.887  0.620
H  2.612  3.417  -1.096
H  3.161  6.217  -0.714
H  2.059  5.766  -1.850
H  5.067  4.783  -1.571
H  4.484  6.024  -2.660
H  5.387  2.782  -3.077
H  5.733  4.285  -3.978
H  4.701  2.938  -4.648

Löwdin atomic charge list, values in e, 6 entries: O -0.05; H -0.01; H 0.06; O -0.04; H -0.02; H 0.03